[1]
40
Properties=species:S:1:pos:R:3:forces:R:3 method="wB97M-V/def2-TZVPD" total_charge=-2 e_homo_ev="-0.72 / -1.22" multiplicity=4 max_force_ev_per_a=0.56 molar_mass_g_mol=660.50 homo_lumo_gap_ev="4.705 / 5.205"
V 1.030351 -0.137298 0.856265 0.428 0.069 -0.349
Cl 0.792502 -5.109246 0.431517 0.041 -0.031 0.000
Cl -1.495193 -0.314023 1.226595 -0.190 -0.049 -0.063
Cl -4.618309 -4.657748 0.323072 -0.006 -0.005 0.002
Cl -2.042072 -6.423975 0.151007 0.003 0.030 0.003
Cl -4.326984 -1.580937 0.861577 -0.017 0.022 0.005
S 3.495780 -0.165632 0.710423 0.002 0.016 -0.032
S 1.318861 0.026796 3.303964 0.022 0.029 0.079
P -0.364532 0.332860 -2.176099 0.199 0.127 0.263
P -0.183982 2.858505 -0.133835 0.044 -0.180 -0.190
O 0.496637 4.278114 -0.522448 -0.017 0.047 -0.066
O 0.757555 -0.192104 -1.349043 -0.134 -0.079 0.277
O 0.899918 2.028996 0.449850 -0.095 -0.217 0.227
O -1.725719 -0.289727 -2.174057 -0.064 0.032 -0.046
O 0.200357 0.436058 -3.696277 -0.149 -0.002 -0.185
O -1.498850 3.139131 0.522011 -0.052 0.001 0.057
O 0.694746 -2.226319 0.833584 -0.019 0.029 0.013
N 6.475530 0.066328 2.854947 -0.008 -0.040 -0.030
N -2.252740 2.174770 -1.708711 0.025 -0.051 -0.032
N 3.976207 0.229267 5.848252 -0.021 0.035 -0.009
C -3.050696 -3.941183 0.506402 -0.011 0.029 0.000
C -2.915057 -2.573859 0.738749 0.030 -0.090 -0.014
C -0.735029 2.148900 -1.810801 -0.185 0.181 -0.178
C -0.636441 -4.153922 0.548795 -0.014 0.135 -0.039
C -0.446132 -2.748654 0.755851 -0.144 -0.057 0.011
C -1.663741 -2.011709 0.873905 0.035 0.132 0.027
C 3.053025 0.044940 3.436229 0.107 0.036 -0.068
C 3.578555 0.154352 4.767369 0.027 -0.062 0.032
C -0.307875 3.062239 -2.960619 0.033 -0.040 0.008
C 3.930369 -0.029228 2.389135 -0.052 -0.016 0.066
C 5.338890 0.012283 2.661791 0.029 0.076 0.062
C -1.891065 -4.715424 0.423650 -0.030 -0.087 -0.015
H -0.589696 4.097379 -2.761318 -0.011 -0.002 0.007
H -2.670215 2.750681 -2.432296 -0.008 -0.012 0.001
H 0.864387 -0.248814 -3.826632 0.139 0.014 0.100
H -0.738409 2.728146 -3.906674 -0.002 -0.014 0.000
H -2.538362 1.168261 -1.814610 0.023 0.007 0.006
H -2.433885 2.566865 -0.750165 -0.009 -0.009 0.047
H 1.446668 4.188438 -0.383451 0.062 -0.025 0.029
H 0.774660 3.026502 -3.067885 -0.008 0.022 -0.005

***

[2]
16
Properties=species:S:1:pos:R:3:forces:R:3 method="wB97M-V/def2-TZVPD" total_charge=0 de_lowest_kcal_mol=128.2 e_homo_ev="-7.40 / -7.40" max_force_ev_per_a=5.01 molar_mass_g_mol=116.12 homo_lumo_gap_ev="7.624 / 7.625"
O 2.051763 -0.513254 -2.237202 0.201 -0.082 1.337
O 0.509872 2.147470 -0.197695 0.583 -0.252 0.535
N -0.558963 1.395840 0.406223 -1.030 -0.639 -0.997
N -0.213248 -0.164104 -1.575500 2.114 -1.323 -0.469
C -0.386700 0.100839 0.223560 2.364 0.697 4.364
C 1.059631 -0.552170 0.814372 -1.908 0.709 -0.412
C -1.555707 -0.733867 0.690132 0.011 0.040 -0.332
C 1.013901 -0.315655 -1.767061 -2.490 0.822 -3.147
H 1.843337 0.205006 0.844840 -0.200 0.037 -0.074
H -1.348392 -1.790647 0.533062 -0.082 -0.045 -0.081
H 1.460576 -1.478321 0.390584 -0.304 0.058 -0.362
H 0.753697 -0.808548 1.836650 0.238 0.168 -0.151
H -0.830587 0.490364 -2.039694 0.498 0.094 -0.116
H -2.459513 -0.444364 0.156846 -0.036 -0.079 -0.006
H 0.383541 3.032376 0.167029 -0.047 -0.256 -0.080
H -1.723208 -0.570964 1.753852 0.087 0.050 -0.009

***

[3]
78
Properties=species:S:1:pos:R:3:forces:R:3 method="wB97M-V/def2-TZVPD" total_charge=-1 de_lowest_kcal_mol=0.0 e_homo_ev=-5.48 max_force_ev_per_a=0.49 molar_mass_g_mol=834.34 homo_lumo_gap_ev=7.713
I 2.879408 -0.130414 3.230805 0.011 -0.078 0.117
In 1.043897 -1.430013 -0.885078 0.067 0.165 -0.104
Cl 2.464756 -4.492905 -1.037785 0.112 -0.123 0.016
Cl 0.207599 -2.994816 2.271399 0.076 0.033 0.065
S -4.050465 -1.350663 0.686653 0.222 0.124 0.060
O -4.766627 -0.928763 -0.477702 0.002 0.055 -0.041
O -4.566818 -2.407464 1.498313 -0.128 -0.053 -0.043
O -3.929884 -0.101851 1.693447 0.123 -0.032 0.054
N -4.478658 2.021761 6.447534 0.024 0.006 0.005
N -2.542561 2.913250 1.077214 -0.082 -0.156 -0.007
N 3.479033 2.353299 -2.638947 0.066 0.040 -0.047
N 2.049788 -3.690345 -6.836487 -0.005 0.002 -0.016
C 4.123924 3.302312 -3.312921 -0.041 0.003 -0.022
C 2.367709 -3.193940 -4.508605 0.001 0.040 -0.045
C -2.040214 -2.245887 -1.057023 -0.062 0.047 -0.016
C -3.238087 4.036244 0.907645 -0.011 0.009 0.020
C 1.621748 -5.276405 1.755132 0.001 0.004 0.015
C 2.006049 2.109276 -4.509025 0.003 -0.006 -0.016
C 3.767244 3.713673 -4.588337 0.000 -0.005 -0.006
C -4.324315 1.402750 5.278355 -0.004 0.006 -0.050
C 1.808955 -3.925700 -5.546045 0.028 -0.017 0.010
C 2.877460 -2.688379 -7.124362 -0.012 -0.002 0.012
C -2.939731 0.449543 7.399132 0.000 -0.003 0.002
C 3.546282 1.565565 0.819429 0.032 -0.091 0.092
C -3.791809 1.540308 7.482490 0.009 -0.003 -0.014
C 1.228382 -3.942791 1.189714 -0.015 -0.161 0.064
C -2.229898 3.522762 3.373217 -0.007 0.051 0.091
C -2.790774 -0.183254 6.174071 0.002 0.015 0.000
C 2.682575 3.100988 -5.198356 0.007 -0.001 -0.002
C 3.223612 -2.152593 -4.827388 0.030 0.052 -0.022
C 1.516082 -3.417376 0.006350 -0.101 0.140 0.015
C 1.398473 0.228661 0.550149 0.162 -0.137 -0.052
C 2.439936 1.771148 -3.233552 0.002 0.007 0.007
C -2.958952 4.685142 3.187678 0.001 -0.036 -0.052
C -2.333917 -1.625423 0.318033 0.077 -0.291 0.066
C -3.466580 4.951680 1.924434 -0.010 -0.009 0.000
C -2.047036 2.679637 2.289618 0.088 -0.141 0.038
C 2.834358 0.247090 1.093174 -0.094 0.277 -0.390
C -0.977122 -1.410721 -1.780280 -0.069 -0.011 0.110
C -3.498814 0.302953 5.087654 0.012 -0.021 -0.012
C 3.486563 -1.894337 -6.163575 -0.012 -0.017 -0.012
H 2.674342 -5.473200 1.549634 -0.028 -0.025 -0.030
H -1.820089 3.256153 4.337892 0.002 0.021 0.002
H -3.930076 2.055842 8.427265 0.003 -0.002 0.001
H 2.141910 -3.418513 -3.475393 -0.037 -0.007 -0.049
H 1.130778 -4.744598 -5.330798 -0.001 -0.001 -0.001
H 4.520812 1.623405 1.308210 0.004 -0.055 -0.045
H 1.270808 1.146170 -0.037415 -0.131 0.015 0.113
H -4.042821 5.845889 1.728346 0.003 0.000 -0.003
H 2.373721 3.390279 -6.195238 -0.001 0.001 0.001
H 0.659500 0.244997 1.351535 0.000 0.014 -0.026
H 4.969266 3.756569 -2.805909 -0.004 0.006 -0.002
H -3.424093 -0.153500 4.109592 -0.025 -0.002 0.012
H -3.347093 0.568219 1.298081 -0.255 0.248 -0.098
H -1.990040 -2.257037 1.136127 -0.004 0.092 -0.022
H -2.962127 -2.303428 -1.643949 -0.034 0.058 0.073
H -0.921124 -1.701373 -2.832834 0.079 -0.052 0.038
H -1.479945 1.760316 2.405113 0.044 0.031 0.017
H -3.633908 4.206354 -0.087274 -0.007 -0.003 0.004
H 3.059992 -2.509258 -8.179411 0.003 -0.001 -0.001
H 3.441863 -0.561793 0.687008 -0.015 -0.093 0.240
H -1.823034 -0.664885 0.417084 -0.074 0.041 -0.089
H 4.328432 4.492235 -5.088119 0.002 -0.002 0.003
H 1.160479 1.594635 -4.945034 -0.003 -0.006 0.008
H 3.659345 -1.549753 -4.040857 -0.026 -0.011 0.017
H 4.145665 -1.089100 -6.461264 0.003 0.003 0.000
H -3.136063 5.363736 4.011981 0.007 0.007 -0.003
H -1.309430 -0.364725 -1.765934 -0.023 -0.027 -0.124
H -2.135333 -1.038017 6.066710 0.006 0.003 -0.004
H -4.884829 1.807375 4.442383 -0.014 -0.006 0.007
H 1.947800 0.985888 -2.672178 -0.002 -0.011 -0.005
H 1.462011 -5.303965 2.831063 0.002 0.021 -0.013
H -1.708092 -3.275372 -0.900619 0.039 0.029 -0.041
H -2.406705 0.107185 8.276134 -0.001 0.004 0.002
H 2.935290 2.398480 1.174287 0.024 0.011 -0.040
H 2.267309 -1.190844 -2.149638 0.019 -0.076 0.083
H 3.688895 1.660355 -0.262194 -0.084 0.072 0.080
H 1.035015 -6.078725 1.299441 0.026 0.019 0.004

***

[4]
24
Properties=species:S:1:pos:R:3:forces:R:3 method="wB97M-V/def2-TZVPD" total_charge=+1 de_lowest_kcal_mol=31.5 e_homo_ev="-9.81 / -12.92" multiplicity=3 max_force_ev_per_a=6.01 molar_mass_g_mol=131.20 homo_lumo_gap_ev="6.660 / 5.849"
O 2.267963 1.184697 -0.133987 0.898 4.763 -3.139
N -0.420626 1.475268 -0.896223 4.719 -1.975 -3.161
N 0.336058 -1.512860 1.154197 -0.154 0.845 0.238
C 0.642627 -0.458101 0.262770 -1.387 -3.190 -2.136
C -0.838254 1.299499 1.359788 -0.802 -1.468 2.955
C 1.932026 0.188443 0.456896 -0.878 -2.388 3.652
C -0.668049 0.440892 0.145362 -0.676 -1.793 -0.994
C 1.207871 -1.269308 -1.285986 1.726 -1.274 1.671
C -1.895997 -0.435709 -0.302580 0.274 2.962 1.422
H 0.617453 -0.994703 -2.129875 -0.713 -0.236 -0.739
H -1.480487 2.150434 1.161450 -0.045 0.235 -0.075
H 0.649856 1.678989 -0.758450 -1.563 0.547 0.001
H -2.832929 0.148624 -0.314424 0.361 -0.217 0.518
H -0.966958 2.268164 -0.775140 -1.224 1.957 0.183
H -1.980781 -1.304724 0.276360 -0.508 -0.911 0.908
H 2.280389 -0.931401 -1.458579 -1.550 -0.156 0.143
H -1.407501 0.730128 2.264374 1.835 1.216 -2.125
H 1.104507 -2.065243 1.491273 0.112 -0.172 -0.100
H 2.589893 -0.244855 1.153696 0.879 -0.872 1.209
H -0.366568 1.208761 -1.943848 -0.788 0.049 2.022
H 1.331476 -2.432080 -1.061142 -0.925 2.591 -0.568
H 0.197796 1.615532 1.609273 -0.875 0.105 0.577
H -1.770143 -0.710052 -1.279009 0.577 -0.967 -2.646
H -0.529625 -2.030397 1.003811 0.707 0.350 0.185

***

[5]
16
Properties=species:S:1:pos:R:3:forces:R:3 method="wB97M-V/def2-TZVPD" total_charge=0 de_lowest_kcal_mol=22.3 e_homo_ev=-10.15 smiles="CNC(=O)O.O.O" max_force_ev_per_a=2.69 molar_mass_g_mol=111.10 homo_lumo_gap_ev=10.582
O 3.635856 -1.816855 2.605328 -0.046 0.090 0.120
O 0.549020 1.691242 -6.576268 0.077 -0.073 -0.128
O 0.205372 -0.135197 0.323261 0.014 -0.142 0.709
O -0.619722 -1.500825 1.964102 0.520 0.576 0.700
N -1.911615 0.175872 1.115137 1.097 0.425 0.930
C -1.974086 1.493311 0.452191 0.358 -1.301 -0.103
C -0.719022 -0.499914 1.308344 -1.665 -0.867 -1.927
H 1.293711 1.970243 -7.123463 -0.163 0.018 0.178
H -0.965471 1.814593 0.227881 0.124 0.090 0.134
H -2.444866 1.306416 -0.513686 -0.475 0.720 0.139
H 0.397569 2.401609 -5.947006 0.085 0.056 -0.048
H -2.432655 2.212497 1.113127 -0.463 0.243 -0.215
H -2.622055 -0.071891 1.791810 0.101 0.151 -0.143
H 3.161911 -2.521314 3.061965 -0.012 0.134 -0.088
H -0.119791 -0.639669 -0.435002 0.411 0.116 -0.195
H 3.108304 -1.021305 2.752163 0.036 -0.234 -0.063

***

[6]
14
Properties=species:S:1:pos:R:3:forces:R:3 method="wB97M-V/def2-TZVPD" total_charge=0 de_lowest_kcal_mol=96.8 e_homo_ev=-7.85 max_force_ev_per_a=2.64 molar_mass_g_mol=117.18 homo_lumo_gap_ev=8.456
S 0.918775 -0.831669 1.057651 -0.189 0.296 0.210
N -2.036548 -0.897693 -0.889785 1.798 1.105 0.038
N -2.778188 -1.865470 -0.778083 -2.067 -0.540 1.547
N 2.441266 -0.252448 0.569051 0.893 -1.025 -0.778
C -0.412256 1.045412 -0.498900 1.409 0.025 0.975
C 0.217778 0.801209 0.892713 0.700 1.362 0.045
C -1.359398 0.039020 -0.809012 -1.177 -1.221 -0.942
H -0.570165 1.053930 1.601081 0.169 -0.344 0.401
H 2.642081 -0.562849 -0.410796 0.371 0.173 1.648
H 1.139355 1.486510 1.048246 -1.841 -0.924 -0.164
H 0.375333 1.129032 -1.256794 -0.407 0.202 -0.018
H 3.111400 -0.518664 1.300030 0.081 0.061 -1.104
H -0.987364 1.918134 -0.343214 -0.188 1.632 -0.545
H -2.702069 -2.544455 -1.482187 0.449 -0.802 -1.314